Entry from the Open Molecules 2025 dataset: a 2-piece molecular cluster, C4H11N2O overall in a non-equilibrium geometry (ωB97M-V/def2-TZVPD).

```
18
Properties=species:S:1:pos:R:3:forces:R:3:mulliken_charge:R:1
C 2.60769 -0.27747 -1.14763 -0.56 1.06 -0.53 -1.005
N 1.32570 -0.40334 -0.49488 0.07 -0.88 0.31 -0.501
C 1.11000 -1.61115 0.00951 0.11 -0.01 0.16 -0.105
N 0.17586 -1.94921 0.86262 -0.26 0.45 0.22 -0.622
H 2.48127 -0.14797 -2.23977 0.27 -0.28 0.03 0.206
H 3.06275 0.66978 -0.82705 0.18 -0.06 0.05 0.251
H 3.34203 -1.06615 -0.93623 -0.16 -0.19 -0.07 0.382
H -0.23525 0.41548 -0.78937 -0.49 0.31 0.18 0.471
H 1.78676 -2.41996 -0.34795 0.31 0.11 0.20 0.247
H 0.36033 -2.87328 1.22898 -0.08 -0.28 -0.37 0.158
C -2.00980 0.62385 0.14020 0.18 0.18 -0.41 -0.251
O -1.12588 0.87538 -0.93064 0.56 -0.23 -0.10 -0.590
C -2.02695 1.79299 1.12686 -0.12 -0.60 -0.50 -0.924
H -1.75429 -0.30611 0.64865 0.06 -0.08 0.04 0.255
H -3.00444 0.51882 -0.31825 -0.06 -0.04 0.23 0.237
H -2.80672 1.58488 1.86585 0.09 0.32 0.17 0.292
H -2.24296 2.69894 0.55637 -0.05 0.11 0.25 0.248
H -1.04612 1.87452 1.59273 -0.04 0.08 0.14 0.250
```
Positions in Å, forces in eV/Å.

## Properties
2S+1: 1
Lowest unoccupied orbital energy: 4.36 eV
HOMO: -2.802 eV
F_max: 1.31 eV/Å
Net charge: -1
ΔE to the lowest compared entry with this formula, charge and spin: 47.0 kJ/mol
Frontier orbital gap: 7.164 eV
E: -343.75328 hartree